## one
12
Properties=species:S:1:pos:R:3 method="wB97M-V/def2-TZVPD" lumo_energy_ev=-0.1028 smiles="O=C(NS)N(S)C=S" spin_multiplicity=1
O 1.349 -1.128 -0.400
S -0.875 -2.792 -0.373
N -0.859 -1.234 -0.015
C -0.478 1.480 1.123
C 0.331 -0.623 0.011
H -1.701 -0.841 0.082
H 2.184 1.174 -1.514
H 0.125 -2.722 -1.689
H -1.025 0.780 1.901
N 0.441 0.842 0.326
S 1.137 1.953 -0.870
S -0.628 3.111 1.417

***

## two
12
Properties=species:S:1:pos:R:3 method="wB97M-V/def2-TZVPD" lumo_energy_ev=-1.0150 spin_multiplicity=1
H -2.310 -2.300 -0.304
O -1.369 1.842 -0.233
C 0.224 0.084 0.018
N -0.575 -0.905 -0.037
H 0.593 2.162 -0.093
S -2.265 -0.985 0.052
H -1.824 2.129 0.573
S 2.889 0.939 -0.003
H 0.891 -2.339 -0.164
S 2.170 -1.895 -0.002
N -0.137 1.463 0.183
C 1.713 -0.196 0.011

***

Stability check: which of them is most stable? two.

***

## one
64
Properties=species:S:1:pos:R:3 method="wB97M-V/def2-TZVPD" lumo_energy_ev=0.5801 smiles="O=C(NC1CCCCC1)[C@@H](c1ccco1)N(Cc1cccnc1)C(=O)[C@@H]1COc2ccccc2O1" spin_multiplicity=1
O -0.089 -0.321 -1.955
C -2.430 -0.362 -0.688
H 0.236 -3.939 -0.917
C 0.705 -4.354 -0.023
O 1.176 2.300 -0.677
C 2.808 0.908 -1.810
C -2.076 2.068 -0.141
H 0.342 -4.426 2.097
H 3.185 -1.976 0.343
C -0.092 -3.952 1.215
C -0.582 1.795 1.877
H -4.686 -0.036 1.303
H -2.181 -0.970 -1.567
C -6.061 0.305 -0.427
H 1.748 -1.860 -0.655
C 2.139 -3.846 0.081
O -2.556 -1.058 1.645
C -0.723 3.944 0.873
C 4.244 0.792 0.567
H -6.367 0.451 -2.626
H 2.625 -4.308 0.944
C 2.340 1.567 -0.672
N -1.621 0.866 -0.818
C -1.104 2.606 0.876
C 0.626 3.684 2.674
H 2.684 2.044 1.367
C 1.359 -1.906 1.471
C -4.842 0.056 0.248
H -0.343 2.906 -1.848
C 1.143 1.937 -3.070
H 0.732 1.734 3.573
C -1.967 -1.110 0.584
C -0.479 0.756 -1.527
C 4.697 0.114 -0.554
H 1.350 -0.815 1.545
H -0.371 -1.690 -0.528
O 2.148 0.960 -3.003
H -7.022 0.461 0.019
H 1.593 2.923 -3.259
H 1.842 -2.299 2.368
C 2.158 -2.329 0.241
C 0.323 2.041 -1.776
H 0.699 -5.441 -0.120
H -2.319 2.846 -0.876
C -3.892 -0.083 -0.723
H 5.613 -0.455 -0.510
C 0.305 2.340 2.789
C -5.763 0.305 -1.753
H -0.597 -2.197 2.363
H 1.317 4.158 3.358
H 2.700 -4.130 -0.811
N 0.114 4.471 1.745
C 3.985 0.172 -1.736
H -3.002 1.799 0.375
H -1.127 -4.289 1.125
H -1.115 4.630 0.132
N -0.820 -1.765 0.377
C -0.078 -2.434 1.426
H -0.871 0.757 1.946
H 0.501 1.661 -3.909
H 4.804 0.757 1.489
C 3.065 1.509 0.511
O -4.455 0.072 -1.946
H 4.321 -0.341 -2.623

***

## two
64
Properties=species:S:1:pos:R:3 method="wB97M-V/def2-TZVPD" lumo_energy_ev=-2.9519 spin_multiplicity=1
H -3.203 -8.765 4.662
C -3.721 -1.001 3.154
C -3.827 0.329 2.693
H -0.583 0.904 1.883
C -0.057 -1.487 3.173
H -2.406 -2.660 3.532
O -4.220 -8.298 2.517
C 5.574 1.293 4.093
H 4.880 1.614 4.880
H -1.819 -5.274 2.573
C 5.641 1.070 1.622
O -0.538 -4.285 4.701
H 4.983 1.230 0.757
H 6.277 3.095 1.416
H -4.644 -1.509 3.432
C -2.500 -1.626 3.200
O -3.452 -6.526 1.460
N -3.467 -7.307 2.438
H -5.396 0.645 4.754
C -1.021 -5.439 4.613
H 6.335 3.290 4.116
H 7.459 2.053 4.822
H 4.444 -1.306 2.150
C -1.307 -0.907 2.885
C -0.903 -6.440 5.687
H 2.293 -2.537 2.452
C -2.559 -7.888 4.651
H -4.865 2.418 1.203
C -1.452 0.388 2.288
H -1.660 -8.242 6.575
C 2.494 1.243 3.346
O -7.124 2.838 2.895
C 6.739 2.265 4.015
H 2.586 2.304 3.574
H 6.074 0.055 1.588
C 3.554 -0.798 2.523
H -0.038 -2.538 3.452
H 5.972 0.288 4.332
C -1.698 -7.572 5.715
C -2.681 1.010 2.239
N 4.847 1.275 2.826
H -7.640 1.254 1.609
H 0.412 1.143 3.748
H -5.540 0.831 0.721
C -2.575 -7.033 3.532
C -5.534 1.596 1.509
C 2.361 -1.476 2.684
H 7.486 1.870 0.826
C 1.179 -0.794 3.086
C -6.952 2.118 1.675
H -7.557 1.253 4.208
C -6.834 2.079 4.067
C -5.439 1.479 4.043
C 1.287 0.589 3.420
H -0.209 -6.212 6.495
H -6.912 2.809 4.886
N -5.094 0.939 2.732
H -2.762 2.037 1.884
C 3.632 0.560 2.883
H -7.182 2.857 0.894
O 7.505 2.117 2.819
C 6.747 2.111 1.608
C -1.791 -5.891 3.467
H -4.722 2.260 4.366

***

Stability check: which of them is most stable? one.

***

## one
15
Properties=species:S:1:pos:R:3 method="wB97M-V/def2-TZVPD" lumo_energy_ev=0.6946 smiles="[H]/N=C/NSCCS" spin_multiplicity=1
H -1.261 0.014 0.443
H -0.651 -0.204 -2.729
N -0.010 1.785 -2.686
N 0.803 0.135 -1.274
H 1.268 0.833 -0.803
C -0.747 -0.848 0.795
H 2.100 0.129 1.736
S 0.498 -1.309 -0.457
C -0.182 -0.540 2.182
H -0.692 1.963 -3.486
H -0.976 -0.181 2.821
H 0.293 -1.429 2.654
H -1.433 -1.743 0.864
C -0.056 0.573 -2.289
S 1.045 0.823 2.229

***

## two
15
Properties=species:S:1:pos:R:3 method="wB97M-V/def2-TZVPD" lumo_energy_ev=0.6656 smiles=C[C@]1(S)NNCS1 spin_multiplicity=1
N -1.042 0.102 -0.393
H 0.438 1.796 -1.868
C 0.223 -1.954 -0.038
H -1.028 -0.209 -1.363
N -0.963 1.500 -0.359
H 0.528 -2.042 -1.080
H -0.726 -2.464 0.109
C 0.239 1.982 -0.820
H -1.212 1.814 0.576
H 0.764 -0.653 2.614
C 0.066 -0.494 0.332
H 0.558 2.943 -0.449
H 0.977 -2.425 0.586
S -0.433 -0.351 2.128
S 1.610 0.456 0.025

***

Stability check: which of them is most stable? one.